(1)
Density functional theory data (ωB97M-V/def2-TZVPD) for a structure of composition C28H34Ge2N2O2Pt.

XYZ file:
```
69
Properties=species:S:1:pos:R:3:forces:R:3
Pt -0.33553 0.12059 0.54676 -0.01 -0.04 0.12
C 1.27674 2.16923 3.60882 -0.10 0.07 -0.02
Ge 2.28927 0.94582 2.45388 -0.04 -0.25 0.33
C 4.05441 1.80560 2.11023 -0.05 0.06 -0.05
C 2.70889 -0.66485 3.51735 0.12 0.08 -0.01
C 1.44244 0.73012 0.73634 -0.13 0.35 0.03
H 1.74013 2.27840 4.59320 0.02 -0.01 0.01
H 0.27637 1.74267 3.71603 0.10 0.05 -0.01
H 1.19661 3.15564 3.14248 0.00 -0.07 0.03
H 4.56066 2.07243 3.04308 -0.04 -0.03 -0.01
H 3.92888 2.71566 1.51526 0.02 -0.06 0.03
H 4.69853 1.11899 1.55469 0.00 0.03 0.00
H 3.03251 -0.38964 4.52847 -0.01 0.02 -0.09
H 3.50191 -1.24868 3.04872 0.08 -0.06 -0.03
H 1.79559 -1.25116 3.56803 0.10 0.03 0.00
H 2.09638 0.97358 -0.10172 0.00 0.07 -0.12
C -0.50582 -2.50001 3.93787 0.00 -0.04 0.02
C -1.13435 -1.31392 3.19875 -0.18 0.06 0.02
C -1.98563 -0.47975 4.16234 0.01 -0.01 -0.03
O -0.15585 -0.53514 2.61963 0.06 -0.05 -0.34
H -1.27106 -3.15615 4.37059 0.04 0.01 0.00
H 0.13909 -2.13161 4.74380 -0.03 -0.06 -0.02
H 0.11033 -3.08516 3.24603 -0.05 0.04 0.07
H -1.83622 -1.72543 2.45138 0.07 -0.03 -0.04
H -1.33834 -0.04220 4.93048 -0.02 -0.01 0.00
H -2.76355 -1.08121 4.64711 -0.01 0.03 0.01
H -2.46023 0.32965 3.60428 0.00 -0.01 0.04
Ge -0.49124 1.40155 -1.44916 0.00 -0.10 -0.16
C -0.83788 0.27838 -3.07253 -0.25 -0.08 -0.07
C 0.00600 0.27604 -4.18730 -0.18 -0.04 0.04
C -0.22028 -0.57179 -5.27191 -0.07 0.03 0.14
C -1.30919 -1.43639 -5.26556 0.04 0.09 0.10
C -2.16837 -1.44800 -4.17000 0.13 0.11 0.03
C -1.93106 -0.60495 -3.08894 0.24 0.12 -0.14
C -1.92137 2.79106 -1.54906 -0.27 -0.06 0.02
C -3.28107 2.47849 -1.38808 0.18 0.22 -0.04
C -4.26492 3.45983 -1.46916 0.18 -0.06 0.00
C -3.91577 4.78358 -1.71134 0.06 -0.07 0.01
C -2.57695 5.11573 -1.87038 -0.02 -0.07 0.01
C -1.59917 4.12850 -1.79064 0.03 -0.07 0.01
H 0.73418 2.24593 -1.91056 0.08 -0.03 -0.06
H 0.86575 0.93812 -4.19727 0.01 0.00 -0.02
H 0.45748 -0.56483 -6.11855 0.01 0.01 0.00
H -1.48440 -2.10203 -6.10279 0.01 0.00 -0.01
H -3.01403 -2.12639 -4.15362 0.00 0.01 0.02
H -2.58365 -0.64970 -2.22448 -0.05 0.01 0.05
H -3.57277 1.46037 -1.17194 -0.01 -0.04 0.00
H -5.30345 3.18761 -1.32525 -0.02 -0.02 0.00
H -4.68045 5.54947 -1.76719 -0.02 0.02 0.00
H -2.29341 6.14630 -2.05384 0.02 0.01 0.00
H -0.55590 4.40363 -1.91572 -0.02 0.01 0.00
O -4.80366 0.04208 1.09891 -0.19 0.05 0.02
C -3.62929 -0.05539 0.83963 -0.07 -0.12 0.02
N -2.49427 -0.18112 0.55714 0.27 0.11 -0.10
C -0.33203 -1.89996 -0.22501 -0.05 0.08 0.12
C 1.00134 -2.25911 -0.71265 -0.12 -0.02 -0.04
C 2.01234 -2.66085 0.18032 0.13 -0.07 0.00
C 3.26687 -3.01055 -0.25705 0.13 -0.05 0.14
C 3.58847 -2.97837 -1.62451 0.18 -0.07 0.08
C 2.59671 -2.58335 -2.52095 -0.05 0.04 -0.22
C 1.33409 -2.23753 -2.07871 -0.12 -0.01 -0.13
C 4.89807 -3.36294 -2.08407 -0.60 0.21 0.21
N 5.94531 -3.67372 -2.44959 0.22 -0.08 -0.09
H -0.61460 -2.44075 0.68016 0.02 -0.06 -0.10
H -1.10774 -1.95610 -0.98739 0.12 -0.06 0.09
H 1.78173 -2.64109 1.23804 0.05 -0.02 0.08
H 4.03217 -3.30543 0.45235 -0.05 0.01 0.02
H 2.83005 -2.55465 -3.57916 -0.06 0.02 -0.02
H 0.57415 -1.93514 -2.79608 0.17 -0.09 0.10
```
Positions in Å, forces in eV/Å.

Calculated values
Strongest force on any atom = 0.7 eV/A
Kohn-Sham gap (alpha / beta) = 5.623 / 5.264 eV
Relative energy (zero: lowest compared OMol25 entry of this formula, charge and spin) = 38.7 kJ/mol
LUMO energy (alpha / beta) = 4.67 / 4.67 eV
Net charge = -2


(2)
Density functional theory data (ωB97M-V/def2-TZVPD) for a structure of composition C28H34MnN3O2P in a non-equilibrium geometry.

XYZ file:
```
69
Properties=species:S:1:pos:R:3:forces:R:3
C -2.64696 0.23242 -5.09253 0.11 -0.28 0.23
C -2.04111 1.19255 -4.28318 -0.11 0.08 0.25
C -1.59790 0.91516 -2.96444 -0.21 0.02 -1.37
C -1.75146 -0.38592 -2.45778 0.46 -0.46 0.84
C -2.43300 -1.31153 -3.25425 -0.18 0.18 -0.62
C -2.83629 -1.04283 -4.57096 -0.33 0.02 0.29
C -0.89532 2.03949 -2.25299 0.25 0.03 0.23
C -1.52655 2.71186 -0.99747 0.13 1.03 0.18
N -2.47515 2.04805 -0.15931 0.34 -2.07 0.02
Mn -0.87860 -1.53774 -0.65090 1.52 2.47 -1.29
C -2.78494 -2.65876 -2.65667 -0.02 -0.58 0.35
P -3.00239 -2.42184 -0.83404 -0.43 -0.22 -1.10
H -1.90936 2.19420 -4.70031 0.01 -0.19 0.21
H -3.34114 -1.82078 -5.15069 0.14 0.23 0.08
H -2.97748 0.46049 -6.10924 0.18 0.03 0.35
H -1.98491 -3.40979 -2.78748 -0.24 0.13 -0.10
H -3.71452 -3.05822 -3.08658 0.25 -0.07 0.01
H 0.11543 1.70737 -1.96583 -0.31 -0.05 -0.06
H -0.76851 2.86525 -2.97535 0.12 -0.35 0.26
H -0.67511 2.94388 -0.34196 -0.33 0.18 -0.33
C -2.99767 -4.05060 -0.06088 -0.67 -0.36 0.00
C -4.67488 -1.75327 -0.73130 -0.39 -0.13 0.37
H -1.97230 3.67109 -1.33329 0.17 -0.04 0.01
C -3.80970 1.83919 -0.62355 -0.23 0.26 -0.29
C -2.30247 2.13156 1.26147 0.27 0.45 0.12
H -1.13485 -2.44630 1.39262 0.02 1.28 0.41
H -4.43073 2.74766 -0.54428 -0.10 0.11 -0.03
H -3.80542 1.53030 -1.67578 0.01 0.05 0.19
H -4.32500 1.05919 -0.04627 0.22 0.10 -0.02
H -2.68605 3.07936 1.65907 -0.17 0.20 0.25
H -2.82132 1.32609 1.79621 0.01 -0.02 -0.20
H -1.23679 2.10070 1.52257 -0.22 -0.14 -0.14
H -5.38545 -2.54612 -1.01265 0.10 0.29 0.14
H -4.84245 -1.44112 0.30858 -0.23 -0.02 -0.33
H -4.80348 -0.89416 -1.40356 0.24 -0.26 0.23
H -3.74584 -4.70957 -0.51491 0.17 -0.15 0.25
H -1.99470 -4.49288 -0.13374 -0.29 0.07 -0.01
H -3.23675 -3.87866 0.99653 0.04 -0.29 -0.13
H -1.18758 -1.66035 1.44667 0.19 -1.34 0.43
O 1.33957 -2.52882 -0.61203 -0.27 0.64 0.35
C 1.68405 -1.43952 -0.10258 -0.26 0.91 0.43
N 2.89559 -1.07938 0.41632 -0.08 -1.69 -0.79
C 2.78971 0.14826 1.16911 0.31 0.11 0.33
C 1.46993 0.68052 0.58245 -1.12 1.70 -0.57
O 1.09308 1.86315 0.61296 0.81 -2.17 0.32
N 0.80380 -0.37416 0.00872 0.36 -0.50 0.07
C 2.56446 -0.19556 2.64680 -0.03 0.31 -0.05
C 1.66453 0.55068 3.40795 -0.02 0.01 0.38
C 1.44540 0.21569 4.75089 0.24 -0.11 -0.31
C 2.13761 -0.85267 5.32408 -0.01 -0.06 -0.03
C 3.05743 -1.58417 4.56173 -0.02 0.23 -0.26
C 3.27715 -1.25348 3.21965 -0.09 -0.03 0.45
C 4.03219 0.98892 0.90420 -0.10 -0.17 0.26
C 4.87655 1.38259 1.94506 0.12 -0.15 -0.04
C 6.15252 1.87764 1.64583 -0.41 0.00 -0.26
C 6.53269 2.00122 0.30514 0.19 0.16 -0.10
C 5.65820 1.67136 -0.74566 -0.33 -0.01 0.60
C 4.39278 1.16473 -0.43147 0.45 0.15 -0.41
H 3.60076 -1.79363 0.57592 -0.27 0.42 -0.02
H 1.14538 1.41225 2.96399 0.26 -0.51 0.18
H 0.73406 0.80114 5.33107 0.17 -0.18 -0.05
H 1.96020 -1.12027 6.37012 0.09 0.10 -0.39
H 3.61847 -2.40886 5.00186 -0.19 0.22 -0.03
H 4.02674 -1.81577 2.64050 -0.48 0.32 0.35
H 4.55649 1.24044 2.99030 0.25 0.12 -0.66
H 6.82553 2.14933 2.46708 -0.20 -0.07 -0.48
H 7.53361 2.37388 0.06925 -0.34 -0.12 0.06
H 5.94771 1.79238 -1.79302 0.00 -0.01 0.44
H 3.70250 0.85667 -1.23772 0.44 0.19 0.56
```
Positions in Å, forces in eV/Å.

Calculated values
Strongest force on any atom = 3.2 eV/A
Kohn-Sham gap (alpha / beta) = 7.187 / 7.348 eV
Relative energy (zero: lowest compared OMol25 entry of this formula, charge and spin) = 20.0 kJ/mol
<S²> = 8.757
LUMO energy (alpha / beta) = 0.40 / 0.16 eV
Spin multiplicity = 6


(3)
Density functional theory data (ωB97M-V/def2-TZVPD) for a structure of composition C28H35AsBaI2N4OS3.

XYZ file:
```
75
Properties=species:S:1:pos:R:3:forces:R:3
Ba -0.02268 -0.07801 0.42555 0.30 -0.48 -0.02
S -2.11911 0.45863 -1.81500 -0.01 0.12 -0.04
C -2.67223 -1.01361 -2.38596 -0.27 -0.06 -0.06
N -3.94746 -1.29037 -2.59152 0.14 0.06 0.02
C -4.32850 -2.47070 -3.37364 0.01 -0.09 -0.02
C -3.28469 -2.68367 -4.43970 -0.07 0.00 -0.04
N -1.99215 -2.85684 -3.78018 0.08 0.08 0.17
C -1.14282 -3.95449 -4.27176 -0.02 0.01 -0.03
C -1.79491 -5.29127 -4.02306 -0.01 -0.02 -0.03
C -2.09337 -5.69629 -2.72366 0.01 0.02 -0.01
C -2.71283 -6.91483 -2.50053 -0.01 0.00 0.02
C -3.03527 -7.73993 -3.57078 -0.01 -0.02 -0.02
C -2.73734 -7.34333 -4.86460 -0.01 -0.01 0.00
C -2.12236 -6.11879 -5.08982 0.03 0.02 0.02
C -1.70052 -2.13171 -2.71461 0.09 -0.05 -0.15
S -0.39812 -2.41952 -1.71125 0.06 -0.02 0.05
C -5.04874 -0.46801 -2.07162 -0.02 0.01 0.03
C -5.99341 -1.34203 -1.28519 0.03 0.01 0.00
C -7.31765 -1.49805 -1.66680 -0.02 0.04 -0.01
C -8.16217 -2.33132 -0.94363 -0.02 0.02 -0.01
C -7.67997 -3.02122 0.15609 0.02 -0.01 0.01
C -6.35190 -2.87164 0.53962 0.01 -0.01 0.02
C -5.51386 -2.03204 -0.17398 -0.02 0.00 -0.02
H -5.30417 -2.27434 -3.81479 0.00 -0.01 0.00
H -4.41336 -3.34924 -2.72921 -0.02 0.01 0.00
H -3.24637 -1.84171 -5.13600 0.00 -0.01 0.00
H -3.49871 -3.59442 -4.99598 0.00 0.02 0.00
H -0.17860 -3.86545 -3.77903 0.00 -0.03 -0.01
H -1.00483 -3.79255 -5.34230 0.00 0.00 0.00
H -1.82366 -5.05992 -1.88815 0.00 0.00 0.02
H -2.93755 -7.23106 -1.49042 0.00 0.01 0.01
H -3.51379 -8.69355 -3.39378 0.00 0.00 0.00
H -2.98264 -7.98418 -5.70052 0.00 -0.01 0.00
H -1.88674 -5.81123 -6.10228 0.00 0.00 -0.01
H -5.55479 0.01630 -2.90906 -0.01 -0.02 -0.01
H -4.60346 0.30826 -1.45366 -0.03 -0.01 0.00
H -7.69778 -0.96341 -2.52959 0.00 0.00 -0.01
H -9.19437 -2.44440 -1.24566 -0.01 0.00 0.00
H -8.33399 -3.67890 0.71233 0.00 0.00 0.00
H -5.97329 -3.41757 1.39436 0.00 0.00 0.01
H -4.47500 -1.91653 0.12267 0.01 0.00 0.00
I -1.37038 -3.00246 2.25128 0.00 0.01 0.05
C -2.75281 -1.43152 2.38821 -0.06 0.10 0.02
C -3.93585 -1.59712 3.08798 0.00 -0.08 0.02
C -4.82773 -0.53623 3.11326 0.05 0.01 -0.03
C -4.50492 0.63549 2.44387 0.02 0.00 -0.01
C -3.29353 0.70178 1.78228 -0.08 0.05 0.03
N -2.42047 -0.31254 1.75641 -0.20 -0.11 0.13
H -4.14764 -2.52800 3.59375 -0.02 0.00 0.00
H -5.76509 -0.62785 3.64522 0.00 0.00 0.01
H -5.17430 1.48339 2.43606 -0.01 0.00 0.00
H -2.99987 1.59594 1.24318 0.00 -0.01 0.00
C 3.54587 -3.77146 3.29082 -0.03 0.08 -0.01
As 3.67468 -1.92596 2.75728 -0.06 0.04 0.00
C 2.99486 -0.85647 4.21242 0.04 -0.08 -0.02
C 5.53700 -1.49943 2.54080 -0.07 0.00 0.01
S 2.59040 -1.57559 0.97683 0.22 -0.12 0.07
H 4.18120 -3.96489 4.15354 0.01 0.04 0.01
H 3.84878 -4.39941 2.45571 0.01 0.03 -0.01
H 2.50679 -3.97869 3.54043 0.01 -0.01 0.00
H 3.56027 -1.02935 5.12700 0.03 -0.04 -0.03
H 1.95247 -1.12854 4.37095 0.00 0.01 0.00
H 3.06619 0.19247 3.93071 0.00 -0.01 -0.02
H 6.07959 -1.75852 3.44866 0.00 0.01 0.01
H 5.62740 -0.43407 2.33887 0.00 -0.01 0.01
H 5.93263 -2.05962 1.69629 -0.04 -0.02 0.01
N -0.67789 4.05893 -1.39357 0.00 -0.09 0.09
C -0.25394 3.56986 -0.22944 0.10 0.22 -0.04
O -0.16826 2.35597 -0.02331 -0.15 0.42 -0.16
C 0.09037 4.59219 0.82831 -0.10 0.12 -0.04
I 1.17395 3.79212 2.45107 0.04 -0.07 0.07
H -0.96404 3.42015 -2.12034 0.01 0.01 -0.02
H -0.73110 5.04828 -1.56868 0.00 0.00 0.00
H -0.83400 5.00563 1.23057 0.01 -0.02 0.01
H 0.66661 5.41242 0.40689 0.03 -0.03 -0.01
```
Positions in Å, forces in eV/Å.

Calculated values
Strongest force on any atom = 0.6 eV/A
Kohn-Sham gap = 7.873 eV
Relative energy (zero: lowest compared OMol25 entry of this formula, charge and spin) = 8.9 kJ/mol
LUMO energy = -5.26 eV
Net charge = +2


(4)
Density functional theory data (ωB97M-V/def2-TZVPD) for a structure of composition C28H35AsBrIN2O2PdS2Sb in a non-equilibrium geometry.

XYZ file:
```
74
Properties=species:S:1:pos:R:3:forces:R:3
Pd -0.09402 0.23759 -1.67451 -0.06 0.09 -0.30
S -1.67243 1.78124 -0.76852 0.10 -0.15 0.11
Sb -1.70352 0.93649 1.40125 -0.04 0.12 -0.54
C -2.63813 2.34248 2.64235 0.27 -0.40 0.00
C -1.94643 3.11908 3.56457 -0.19 0.09 -0.02
C -2.66603 4.03463 4.31844 0.05 0.01 0.00
C -4.03828 4.16058 4.14089 0.01 -0.02 -0.03
C -4.70969 3.37351 3.21329 0.00 0.00 -0.01
C -4.01207 2.44603 2.45197 -0.01 0.09 0.13
C 0.42556 0.59711 1.73229 -0.25 -0.02 0.30
C 1.79773 -0.65226 0.60825 0.10 -0.39 0.22
C 3.22219 -0.81095 0.38479 0.01 0.00 -0.11
C 4.01658 -0.21501 1.28864 -0.02 0.06 0.06
C 3.38457 0.59293 2.36304 -0.04 -0.20 -0.18
C 1.31291 1.32284 2.76279 0.17 -0.23 -0.11
C -2.55835 -0.97336 1.40047 0.09 0.21 0.20
C -3.15350 -1.43828 0.23524 -0.05 -0.08 0.01
C -3.79105 -2.67261 0.26615 -0.03 -0.02 0.00
C -3.82302 -3.41713 1.43916 0.04 0.04 -0.03
C -3.21461 -2.94147 2.59706 0.02 0.03 0.02
C -2.58340 -1.70598 2.58786 -0.06 -0.09 -0.10
H -0.87746 3.03889 3.69867 -0.01 0.00 0.01
H -2.15106 4.65148 5.04260 -0.03 0.01 0.00
H -4.58847 4.88229 4.72921 -0.01 -0.01 0.01
H -5.77804 3.47706 3.08058 0.00 0.01 0.01
H -4.54026 1.83014 1.73305 0.00 0.00 0.00
H 0.75840 -2.50740 -0.50313 -0.03 -0.10 -0.02
H 3.61056 -1.35143 -0.47085 0.02 0.03 0.02
H 5.09687 -0.27451 1.22422 -0.02 -0.03 -0.01
H 4.10423 0.91347 3.11352 -0.06 0.14 -0.01
H 0.87590 1.92753 3.54681 0.07 0.00 0.02
H -3.15115 -0.84753 -0.67378 0.02 0.00 0.00
H -4.29497 -3.03365 -0.62221 0.00 0.01 0.03
H -4.34417 -4.36565 1.46119 0.00 0.01 0.00
H -3.25633 -3.51814 3.51191 -0.01 0.00 -0.02
H -2.14441 -1.31951 3.50155 -0.01 -0.01 0.01
O 1.71549 1.06992 -2.52014 -0.21 0.11 0.18
S 1.45185 1.74110 -3.91486 0.04 0.02 0.07
C 3.10587 2.30658 -4.42601 -0.06 0.10 -0.16
C 3.14667 3.83222 -4.26834 0.00 -0.04 0.13
C 2.16391 4.18022 -3.15627 -0.02 0.00 -0.09
C 0.89547 3.41620 -3.51265 0.13 -0.04 0.12
H 3.25412 1.97793 -5.45342 0.06 -0.06 0.03
H 3.80157 1.77565 -3.77637 -0.03 -0.01 0.03
H 2.82989 4.30376 -5.19905 0.03 0.02 0.00
H 4.15549 4.17800 -4.04979 0.03 -0.06 -0.04
H 1.98701 5.25197 -3.08232 -0.06 -0.01 0.00
H 2.53971 3.83219 -2.19019 0.02 0.06 0.02
H 0.41400 3.80736 -4.41153 -0.01 -0.02 0.00
H 0.15825 3.32749 -2.71532 -0.07 -0.01 -0.04
I 2.25637 -0.88630 4.90438 0.03 -0.01 -0.03
C 2.09223 0.00229 3.01571 -0.06 0.04 0.03
C 2.48889 1.86666 1.92031 -0.29 0.60 0.24
N 2.01250 1.76980 0.55162 0.93 -0.65 0.06
N 1.16617 0.74080 0.44309 -0.36 0.29 0.18
C 1.17024 -0.75503 1.98067 -0.04 0.42 -0.17
H 2.90415 2.84666 2.13881 0.08 -0.04 -0.03
H 2.69570 1.77922 -0.21055 -0.17 0.26 -0.10
H 0.68969 -1.67444 2.30146 0.00 -0.02 -0.03
C -1.72585 -4.64465 -2.35703 -0.03 0.01 -0.05
As 0.05873 -4.15876 -1.95721 0.05 0.04 0.06
C 0.90842 -5.41900 -0.80775 -0.03 -0.06 -0.04
C 1.09313 -3.85360 -3.52342 -0.01 -0.07 -0.07
O -0.05226 -2.68567 -1.00336 0.10 -0.12 0.11
H -1.69128 -5.61233 -2.85849 -0.03 -0.02 -0.01
H -2.15457 -3.89705 -3.02071 -0.01 0.04 0.02
H -2.29553 -4.72205 -1.43442 0.00 0.01 0.03
H 0.95918 -6.38799 -1.30341 0.00 -0.01 -0.02
H 0.32511 -5.50825 0.10616 -0.01 -0.01 0.03
H 1.91881 -5.08063 -0.58447 0.02 -0.01 0.01
H 1.27154 -4.82120 -3.99530 0.02 0.01 0.01
H 2.04362 -3.39665 -3.25641 0.01 0.00 0.01
H 0.53378 -3.20707 -4.19435 0.01 0.04 0.01
Br -1.16269 -0.91586 -3.50789 -0.12 0.01 -0.15
```
Positions in Å, forces in eV/Å.

Calculated values
Strongest force on any atom = 1.1 eV/A
Kohn-Sham gap (alpha / beta) = 8.341 / 4.709 eV
Relative energy (zero: lowest compared OMol25 entry of this formula, charge and spin) = 270.0 kJ/mol
<S²> = 6.016
LUMO energy (alpha / beta) = -7.71 / -11.75 eV
Net charge = +3
Spin multiplicity = 5